(1)
2 unconnected molecules or ions with the total composition C3H9NO2S at a distorted geometry, computed with ωB97M-V/def2-TZVPD.

Geometry as XYZ:
```
16
Properties=species:S:1:pos:R:3:forces:R:3
C -0.476 -0.446 0.608 -2.36 -0.94 -0.18
C 0.538 0.148 -0.313 1.77 -0.65 -0.22
S 1.519 -1.145 -1.247 -0.54 0.39 0.47
C -0.915 0.398 1.773 0.85 0.82 0.08
N -2.074 0.062 2.379 -0.41 -0.15 0.42
O -0.263 1.341 2.186 0.20 -0.12 -0.04
H -0.257 -1.454 0.971 0.76 0.21 0.21
H -1.441 -0.701 0.135 0.35 0.29 -0.62
H 1.267 0.706 0.273 -0.11 0.09 -0.02
H 0.218 0.789 -1.123 -0.64 0.19 0.13
H 2.017 -1.743 -0.158 0.09 -0.03 -0.04
H -2.802 -0.508 1.985 0.21 -0.06 -0.06
H -2.279 0.617 3.194 -0.22 -0.04 -0.08
H 2.089 0.887 -2.992 0.61 0.32 0.53
H 1.214 0.090 -3.840 -0.03 0.28 -0.46
O 1.643 0.960 -3.831 -0.54 -0.59 -0.13
```
Positions in Å, forces in eV/Å.

Output
Highest occupied orbital energy (eV): -9.5
SMILES: NC(=O)CCS.O
Lowest unoccupied orbital energy (eV): 0.60
ΔE to the lowest compared entry with this formula, charge and spin (kJ/mol): 83.2
Calculated total energy (eV): -19677.5507
Gap between HOMO and LUMO (eV): 10.12

Charges per atom according to Mulliken partitioning, unit e: C -0.5885; C -0.5539; S -0.3048; C 0.5267; N -0.3865; O -0.6146; H 0.3523; H 0.2707; H 0.3224; H 0.3894; H 0.1274; H 0.1976; H 0.2527; H 0.3088; H 0.3228; O -0.6223

(2)
A molecular structure, C3H9NO3 at a distorted geometry, computed with ωB97M-V/def2-TZVPD.

Geometry as XYZ:
```
16
Properties=species:S:1:pos:R:3:forces:R:3
H -1.623 -0.140 0.987 -0.73 -2.19 -0.66
O -0.999 0.273 2.033 0.36 2.21 -0.64
O -1.950 -0.874 0.149 0.46 1.12 0.75
H -0.130 0.292 1.373 -0.23 -0.36 0.50
H -1.256 1.223 1.925 0.13 -0.82 0.84
C -1.251 -0.657 -0.919 -0.79 -0.18 -1.98
O -1.369 -1.262 -1.972 0.01 -0.25 0.53
C -0.305 0.518 -0.942 1.68 1.24 0.61
H 0.210 0.683 -1.895 -0.25 -0.77 -0.09
N 0.710 0.384 0.151 0.59 1.71 0.44
H 1.167 1.299 0.299 -0.39 -0.53 -0.26
H -0.803 1.494 -0.804 -0.25 -0.50 0.36
C 1.786 -0.621 -0.025 -2.30 -0.06 -0.66
H 2.282 -0.703 0.952 0.23 -0.39 -0.84
H 1.200 -1.476 -0.373 0.44 -0.76 0.88
H 2.333 -0.435 -0.939 1.04 0.53 0.24
```
Positions in Å, forces in eV/Å.

Output
Highest occupied orbital energy (eV): -9.6
Lowest unoccupied orbital energy (eV): 0.22
ΔE to the lowest compared entry with this formula, charge and spin (kJ/mol): 176.2
Calculated total energy (eV): -10888.7552
Gap between HOMO and LUMO (eV): 9.84

Charges per atom according to Mulliken partitioning, unit e: H 0.4195; O -0.7505; O -0.6187; H 0.6542; H 0.3590; C 0.6736; O -0.6123; C -0.6111; H 0.3371; N -0.5440; H 0.2707; H 0.3145; C -0.8569; H 0.3334; H 0.3243; H 0.3073

What did the first record say?
2 unconnected molecules or ions with the total composition C3H9NO2S at a distorted geometry, computed with ωB97M-V/def2-TZVPD.

Geometry as XYZ:
```
16
Properties=species:S:1:pos:R:3:forces:R:3
C -0.476 -0.446 0.608 -2.36 -0.94 -0.18
C 0.538 0.148 -0.313 1.77 -0.65 -0.22
S 1.519 -1.145 -1.247 -0.54 0.39 0.47
C -0.915 0.398 1.773 0.85 0.82 0.08
N -2.074 0.062 2.379 -0.41 -0.15 0.42
O -0.263 1.341 2.186 0.20 -0.12 -0.04
H -0.257 -1.454 0.971 0.76 0.21 0.21
H -1.441 -0.701 0.135 0.35 0.29 -0.62
H 1.267 0.706 0.273 -0.11 0.09 -0.02
H 0.218 0.789 -1.123 -0.64 0.19 0.13
H 2.017 -1.743 -0.158 0.09 -0.03 -0.04
H -2.802 -0.508 1.985 0.21 -0.06 -0.06
H -2.279 0.617 3.194 -0.22 -0.04 -0.08
H 2.089 0.887 -2.992 0.61 0.32 0.53
H 1.214 0.090 -3.840 -0.03 0.28 -0.46
O 1.643 0.960 -3.831 -0.54 -0.59 -0.13
```
Positions in Å, forces in eV/Å.

Output
Highest occupied orbital energy (eV): -9.5
SMILES: NC(=O)CCS.O
Lowest unoccupied orbital energy (eV): 0.60
ΔE to the lowest compared entry with this formula, charge and spin (kJ/mol): 83.2
Calculated total energy (eV): -19677.5507
Gap between HOMO and LUMO (eV): 10.12

Charges per atom according to Mulliken partitioning, unit e: C -0.5885; C -0.5539; S -0.3048; C 0.5267; N -0.3865; O -0.6146; H 0.3523; H 0.2707; H 0.3224; H 0.3894; H 0.1274; H 0.1976; H 0.2527; H 0.3088; H 0.3228; O -0.6223

- Which value of ΔE to the lowest compared entry with this formula, charge and spin does entry 1 give?
  83.2 kJ/mol